# 1
DFT (ωB97M-V/def2-TZVPD) results for C2H4FN2P as an isolated structure at a distorted geometry.

Its highest occupied orbital energy is -0.342 Ha. For the lowest unoccupied orbital energy, the calculation gives 0.031 Ha. For the total energy, the calculation gives -17125.501 eV. The frontier orbital gap comes out at 0.3729 Eh. The calculation puts the energy relative to the best compared isomer or geometry (same formula, charge and spin) at 0.0 kJ/mol.

Element x y z (Å)
C: 0.280 0.455 -1.043
C: -0.572 -0.538 -0.416
N: 0.981 1.211 -0.334
N: -0.620 -0.267 0.935
F: 1.812 -0.003 1.615
P: 0.619 1.053 1.314
H: 0.200 0.627 -2.083
H: -1.543 -0.510 -0.858
H: 0.107 -1.437 -0.730
H: -1.263 -0.590 1.600

Force components x, y, z for each atom (eV/Å):
-0.527 1.057 -0.087
0.755 -2.019 -1.020
0.469 1.473 0.586
2.834 3.300 1.555
0.361 0.439 0.494
-1.082 -3.007 -0.227
0.414 -0.355 -1.387
-0.674 -0.670 -0.742
-1.626 0.352 0.412
-0.924 -0.569 0.417

The molecule's Löwdin atomic charges, reported in e, are given here: atom 1 (C): -0.28, atom 2 (C): -0.34, atom 3 (N): -0.14, atom 4 (N): -0.18, atom 5 (F): -0.34, atom 6 (P): 0.86, atom 7 (H): 0.10, atom 8 (H): 0.11, atom 9 (H): 0.16, atom 10 (H): 0.05

# 2
DFT (ωB97M-V/def2-TZVPD) results for C42H41N8OPbS as an isolated structure at a distorted geometry.

Its highest occupied orbital energy is -0.380 Ha. For the lowest unoccupied orbital energy, the calculation gives -0.097 Ha. For the total energy, the calculation gives -74266.769 eV. The frontier orbital gap comes out at 0.2833 Eh. As for the net charge: +1. The calculation puts the energy relative to the best compared isomer or geometry (same formula, charge and spin) at 82.2 kJ/mol.

Element x y z (Å)
Pb: -0.023 -0.146 -0.095
C: 2.084 4.029 -2.642
C: 2.517 5.128 -1.719
C: 3.390 6.115 -2.159
C: 3.761 7.169 -1.343
C: 3.256 7.261 -0.056
C: 2.393 6.287 0.407
C: 2.028 5.222 -0.411
N: 1.078 4.298 0.085
C: 1.173 2.936 0.052
N: 2.436 2.475 0.022
C: 3.034 1.203 0.019
C: 2.302 0.011 -0.050
C: 3.042 -1.176 -0.005
C: 4.418 -1.195 0.100
C: 5.112 0.002 0.150
C: 4.440 1.212 0.099
C: 5.220 2.498 0.153
N: 0.108 2.188 0.089
C: -1.162 2.808 0.025
C: -1.810 2.841 -1.205
C: -3.067 3.395 -1.325
C: -3.696 3.902 -0.201
C: -3.058 3.867 1.026
C: -1.780 3.335 1.163
C: -1.084 3.317 2.493
H: 2.210 4.339 -3.676
H: 1.038 3.775 -2.479
H: 2.675 3.124 -2.489
H: 3.762 6.070 -3.172
H: 4.428 7.928 -1.716
H: 3.525 8.090 0.580
H: 1.981 6.346 1.403
H: 0.160 4.670 0.278
H: 3.112 3.228 0.023
H: 2.506 -2.114 -0.034
H: 4.951 -2.134 0.145
H: 6.189 -0.002 0.236
H: 6.285 2.285 0.172
H: 4.977 3.069 1.051
H: 5.029 3.126 -0.720
H: -1.306 2.417 -2.062
H: -3.549 3.435 -2.290
H: -4.686 4.324 -0.279
H: -3.558 4.254 1.901
H: -1.800 3.189 3.302
H: -0.561 4.257 2.673
H: -0.351 2.513 2.530
N: -6.213 1.780 3.398
C: -5.750 1.340 2.448
C: -5.184 0.794 1.274
C: -5.992 0.286 0.256
C: -5.375 -0.228 -0.872
C: -3.989 -0.202 -0.937
N: -3.218 0.262 0.035
C: -3.798 0.744 1.115
H: -7.066 0.290 0.358
H: -5.958 -0.643 -1.680
H: -3.472 -0.577 -1.810
H: -3.145 1.115 1.893
N: 1.081 0.041 7.342
C: 0.625 0.050 8.631
C: 1.268 0.126 9.858
C: 0.473 0.074 10.982
C: -0.922 -0.026 10.894
C: -1.569 -0.090 9.682
C: -0.786 -0.071 8.527
N: -1.139 -0.172 7.218
C: -0.022 -0.111 6.532
C: 0.039 -0.208 5.096
C: 1.193 0.064 4.353
C: 1.138 -0.009 2.980
N: 0.042 -0.356 2.314
C: -1.049 -0.672 3.012
C: -1.104 -0.596 4.385
H: 2.045 0.081 7.057
H: 2.341 0.216 9.924
H: 0.934 0.112 11.958
H: -1.494 -0.053 11.808
H: -2.641 -0.159 9.612
H: 2.121 0.347 4.823
H: 2.001 0.223 2.373
H: -1.901 -0.996 2.434
H: -2.004 -0.825 4.931
C: -1.231 -3.250 -2.831
S: 0.224 -3.587 -1.754
C: 1.427 -2.722 -2.845
O: 0.067 -2.706 -0.575
H: -1.171 -3.922 -3.680
H: -1.235 -2.216 -3.159
H: -2.129 -3.457 -2.260
H: 1.334 -3.103 -3.854
H: 2.425 -2.917 -2.466
H: 1.229 -1.655 -2.811

Force components x, y, z for each atom (eV/Å):
0.086 -0.283 -0.611
0.032 0.005 -0.072
-0.090 -0.027 0.062
0.033 0.008 0.087
0.009 0.015 0.017
-0.021 0.024 -0.007
0.012 -0.103 -0.034
0.331 0.309 -0.087
-0.335 -0.012 -0.004
-0.208 0.305 0.141
0.489 0.605 0.053
-0.158 -0.709 -0.119
-0.017 0.169 0.100
-0.253 0.155 -0.020
0.059 -0.111 0.000
-0.128 -0.019 -0.032
0.051 0.096 0.025
-0.038 -0.135 0.027
0.430 -0.009 0.209
-0.222 0.283 -0.026
0.039 0.023 0.014
0.019 -0.005 -0.039
-0.116 0.073 0.042
0.022 0.042 -0.036
0.126 -0.103 -0.116
-0.047 -0.010 -0.018
-0.020 -0.013 -0.050
-0.057 -0.041 -0.048
-0.001 -0.069 -0.044
0.051 -0.032 -0.116
0.097 0.092 -0.057
0.034 0.058 0.051
-0.026 -0.021 0.132
-0.057 -0.121 -0.092
-0.105 -0.043 0.076
-0.059 -0.196 0.023
0.044 -0.061 0.007
0.083 0.043 -0.023
0.026 0.050 0.013
0.032 0.126 0.020
0.011 0.107 -0.037
0.053 -0.027 -0.122
-0.091 -0.023 -0.094
-0.113 0.064 0.008
-0.077 0.070 0.120
-0.045 -0.022 0.098
0.076 0.035 0.051
0.045 -0.029 0.105
-0.163 0.231 0.434
-0.130 0.118 0.280
0.273 -0.411 -0.771
0.248 0.025 0.073
0.058 0.065 0.058
-0.320 -0.113 -0.148
0.205 -0.045 0.133
-0.422 0.054 0.141
-0.065 0.024 0.008
-0.007 0.004 -0.068
0.042 -0.076 -0.127
-0.002 0.055 0.156
0.018 -0.034 -0.393
-0.800 -0.031 0.334
0.174 0.010 0.043
0.147 0.037 -0.063
-0.164 0.007 0.040
0.094 -0.019 -0.037
0.951 0.088 0.467
-0.078 -0.062 -0.885
-0.151 0.047 0.959
0.079 -0.050 -1.032
-0.385 -0.071 0.293
0.276 0.117 0.067
0.134 -0.042 0.003
-0.178 0.003 0.147
0.223 0.100 0.203
-0.115 -0.041 0.011
0.111 -0.008 0.074
0.046 0.026 0.065
-0.074 0.000 0.054
-0.178 -0.041 -0.002
0.113 0.077 0.046
0.146 0.014 -0.030
-0.169 -0.016 -0.061
-0.135 -0.064 0.012
0.533 -0.255 0.413
-0.136 0.229 -1.788
-0.259 -0.490 0.470
0.073 0.097 0.949
-0.021 -0.096 -0.168
0.119 0.176 0.013
-0.033 -0.117 0.157
-0.018 -0.111 -0.192
0.070 -0.025 0.050
-0.141 0.085 0.036

The molecule's Löwdin atomic charges, reported in e, are given here: atom 1 (Pb): 1.35, atom 2 (C): -0.02, atom 3 (C): -0.21, atom 4 (C): -0.03, atom 5 (C): -0.07, atom 6 (C): -0.07, atom 7 (C): -0.01, atom 8 (C): -0.22, atom 9 (N): 0.15, atom 10 (C): -0.38, atom 11 (N): 0.15, atom 12 (C): -0.23, atom 13 (C): -0.26, atom 14 (C): -0.16, atom 15 (C): -0.08, atom 16 (C): -0.04, atom 17 (C): -0.21, atom 18 (C): -0.04, atom 19 (N): -0.05, atom 20 (C): -0.32, atom 21 (C): -0.05, atom 22 (C): -0.07, atom 23 (C): -0.07, atom 24 (C): -0.05, atom 25 (C): -0.24, atom 26 (C): -0.02, atom 27 (H): 0.09, atom 28 (H): 0.08, atom 29 (H): 0.08, atom 30 (H): 0.12, atom 31 (H): 0.11, atom 32 (H): 0.11, atom 33 (H): 0.11, atom 34 (H): 0.15, atom 35 (H): 0.11, atom 36 (H): 0.07, atom 37 (H): 0.10, atom 38 (H): 0.11, atom 39 (H): 0.08, atom 40 (H): 0.09, atom 41 (H): 0.08, atom 42 (H): 0.11, atom 43 (H): 0.11, atom 44 (H): 0.11, atom 45 (H): 0.12, atom 46 (H): 0.09, atom 47 (H): 0.09, atom 48 (H): 0.06, atom 49 (N): 0.18, atom 50 (C): -0.19, atom 51 (C): -0.20, atom 52 (C): 0.01, atom 53 (C): -0.03, atom 54 (C): -0.13, atom 55 (N): 0.04, atom 56 (C): -0.11, atom 57 (H): 0.13, atom 58 (H): 0.11, atom 59 (H): 0.11, atom 60 (H): 0.11, atom 61 (N): 0.17, atom 62 (C): -0.19, atom 63 (C): -0.02, atom 64 (C): -0.08, atom 65 (C): -0.08, atom 66 (C): -0.01, atom 67 (C): -0.22, atom 68 (N): 0.19, atom 69 (C): -0.28, atom 70 (C): -0.11, atom 71 (C): 0.02, atom 72 (C): -0.12, atom 73 (N): -0.07, atom 74 (C): -0.12, atom 75 (C): 0.03, atom 76 (H): 0.16, atom 77 (H): 0.11, atom 78 (H): 0.11, atom 79 (H): 0.10, atom 80 (H): 0.11, atom 81 (H): 0.11, atom 82 (H): 0.10, atom 83 (H): 0.11, atom 84 (H): 0.12, atom 85 (C): -0.24, atom 86 (S): 0.86, atom 87 (C): -0.23, atom 88 (O): -0.74, atom 89 (H): 0.05, atom 90 (H): 0.05, atom 91 (H): 0.05, atom 92 (H): 0.05, atom 93 (H): 0.05, atom 94 (H): 0.05

# 3
DFT (ωB97M-V/def2-TZVPD) results for a 3-piece molecular cluster, C4H17N2O2 overall at a distorted geometry.

Its highest occupied orbital energy is -0.499 Ha. For the lowest unoccupied orbital energy, the calculation gives -0.101 Ha. For the total energy, the calculation gives -11492.156 eV. The frontier orbital gap comes out at 0.3977 Eh. As for the net charge: +1. The calculation puts the energy relative to the best compared isomer or geometry (same formula, charge and spin) at 167.4 kJ/mol.

Element x y z (Å)
C: -0.196 0.899 1.460
N: -0.242 -0.142 2.435
C: -0.423 0.222 0.066
N: 0.851 -0.597 -0.146
C: -2.017 1.983 -0.680
C: -0.776 1.198 -1.102
H: 0.767 1.444 1.360
H: -0.778 1.841 1.610
H: 0.515 -0.097 3.107
H: -1.071 -0.207 3.013
H: -1.325 -0.331 0.415
H: 0.662 -1.599 -0.113
H: 1.505 -0.432 -0.918
H: 1.295 -0.431 0.756
H: -2.746 1.342 -0.147
H: -2.453 2.354 -1.625
H: -1.810 2.696 0.119
H: -0.927 0.785 -2.097
H: 0.039 1.963 -1.163
H: 2.203 -3.290 2.287
H: 1.149 -3.607 1.148
O: 1.683 -2.934 1.568
H: 1.984 -0.788 -4.125
H: 0.751 -1.429 -3.848
O: 1.360 -0.843 -3.381

Force components x, y, z for each atom (eV/Å):
0.659 2.362 -1.424
0.759 -0.226 1.113
-1.384 1.712 -0.085
-0.882 -0.743 1.130
-0.696 -0.746 -0.016
0.987 0.653 1.685
0.260 -0.814 0.569
-0.522 -1.279 0.002
0.068 0.055 -0.140
-0.282 0.221 -0.452
0.894 -0.891 -1.449
0.024 0.007 -0.163
-0.605 0.487 -0.260
0.788 -0.468 -0.116
0.025 -0.097 -0.738
-0.113 0.443 1.007
0.111 0.633 -0.790
0.229 -0.526 0.263
-0.289 -0.739 -0.260
-0.050 -0.503 0.057
0.130 -0.662 0.396
-0.098 1.104 -0.552
0.453 0.556 0.619
-0.630 -0.116 0.588
0.162 -0.422 -0.981

The molecule's Löwdin atomic charges, reported in e, are given here: atom 1 (C): -0.27, atom 2 (N): 0.02, atom 3 (C): -0.27, atom 4 (N): 0.23, atom 5 (C): -0.11, atom 6 (C): -0.20, atom 7 (H): 0.14, atom 8 (H): 0.13, atom 9 (H): 0.09, atom 10 (H): 0.10, atom 11 (H): 0.15, atom 12 (H): 0.14, atom 13 (H): 0.15, atom 14 (H): 0.12, atom 15 (H): 0.09, atom 16 (H): 0.09, atom 17 (H): 0.07, atom 18 (H): 0.11, atom 19 (H): 0.13, atom 20 (H): 0.05, atom 21 (H): 0.04, atom 22 (O): -0.04, atom 23 (H): 0.06, atom 24 (H): 0.05, atom 25 (O): -0.06

# 4
DFT (ωB97M-V/def2-TZVPD) results for C10H31FHfNO7 as an isolated structure at a distorted geometry.

Its highest occupied orbital energy is -0.625 Ha. For the lowest unoccupied orbital energy, the calculation gives -0.459 Ha. For the total energy, the calculation gives -30690.246 eV. The frontier orbital gap comes out at 0.1665 Eh. As for the net charge: +3.

Element x y z (Å)
Hf: 0.542 -0.775 1.359
F: -0.133 0.169 -0.560
C: 0.416 1.321 -3.773
O: -0.761 0.725 -3.186
H: 0.110 1.637 -4.765
H: 0.546 2.208 -3.140
H: 1.314 0.705 -3.725
H: -0.560 0.494 -2.273
C: -3.631 1.796 -1.813
O: -4.583 0.837 -1.345
H: -2.609 1.582 -1.493
H: -3.493 1.811 -2.897
H: -3.888 2.824 -1.554
H: -5.438 1.235 -1.546
C: 2.025 3.613 1.553
C: 1.668 2.251 0.987
C: 2.817 1.601 0.266
O: 2.487 0.222 0.042
C: 3.519 -0.437 -0.692
N: 1.246 1.389 2.154
H: 2.570 3.640 2.498
H: 1.080 4.103 1.820
H: 2.424 4.333 0.838
H: 0.911 2.279 0.202
H: 3.807 1.814 0.688
H: 2.972 2.127 -0.683
H: 3.456 -1.523 -0.739
H: 4.464 -0.370 -0.136
H: 3.770 -0.005 -1.660
H: 0.656 1.993 2.730
H: 2.081 1.322 2.747
C: 1.091 -3.925 -0.141
C: 0.363 -4.342 1.147
O: 0.468 -3.288 2.177
O: 0.888 -2.500 -0.330
H: 0.725 -4.469 -1.011
H: 2.151 -4.175 -0.117
H: 0.701 -5.279 1.585
H: -0.711 -4.401 0.967
H: -0.116 -3.593 2.889
H: 0.298 -2.406 -1.096
C: -2.847 0.053 1.437
C: -2.807 -1.238 0.652
O: -1.479 -1.863 0.799
O: -1.546 0.375 2.062
H: -3.555 -0.132 2.249
H: -3.342 0.870 0.909
H: -2.877 -1.075 -0.423
H: -3.602 -1.870 1.042
H: -1.752 -2.786 0.691
H: -1.836 1.123 2.610

Force components x, y, z for each atom (eV/Å):
-3.253 1.703 -6.258
1.141 -1.967 4.258
-1.252 0.770 1.374
0.247 -0.786 -0.290
0.440 -0.170 -0.132
0.688 0.292 -0.529
-0.128 -0.213 -0.352
0.003 0.145 -0.315
0.450 0.469 -0.841
0.586 0.507 0.098
-0.202 -0.272 0.610
-0.467 -0.345 -0.105
-0.065 -0.071 0.380
-0.159 -0.366 0.066
-1.492 1.062 0.084
1.025 0.272 -0.535
0.618 1.120 -0.281
-0.722 -0.939 1.102
2.550 -0.933 0.298
0.015 -1.338 -0.067
0.552 -0.434 -0.305
-0.084 -0.047 -0.002
0.441 -0.380 -0.118
-0.692 0.174 0.686
-0.077 -1.000 0.818
-0.627 -0.319 -0.328
-1.111 0.132 -0.258
-0.136 0.495 0.209
-0.860 0.144 -0.123
-0.456 -0.331 -0.069
0.124 -0.095 -0.050
0.330 -0.694 0.977
-0.596 0.424 -0.401
0.646 1.201 -0.516
0.118 0.643 0.547
-0.357 0.048 0.118
0.116 0.496 0.267
0.208 -0.001 -0.188
0.035 -0.462 -0.214
0.260 0.256 0.298
0.159 0.628 -0.001
-1.427 -0.595 0.799
0.476 1.286 -1.118
-0.309 0.158 1.026
0.237 -0.524 -0.786
0.405 0.110 0.407
0.917 0.209 -0.532
-0.539 0.122 0.097
0.287 -0.441 -0.241
1.002 -0.214 0.138
0.934 0.069 0.297

The molecule's Löwdin atomic charges, reported in e, are given here: atom 1 (Hf): 2.29, atom 2 (F): -0.36, atom 3 (C): -0.11, atom 4 (O): -0.15, atom 5 (H): 0.09, atom 6 (H): 0.07, atom 7 (H): 0.07, atom 8 (H): -0.01, atom 9 (C): -0.15, atom 10 (O): -0.12, atom 11 (H): 0.04, atom 12 (H): 0.09, atom 13 (H): 0.09, atom 14 (H): 0.10, atom 15 (C): -0.01, atom 16 (C): -0.38, atom 17 (C): -0.16, atom 18 (O): -0.30, atom 19 (C): -0.04, atom 20 (N): -0.02, atom 21 (H): 0.11, atom 22 (H): 0.10, atom 23 (H): 0.12, atom 24 (H): 0.14, atom 25 (H): 0.16, atom 26 (H): 0.16, atom 27 (H): 0.09, atom 28 (H): 0.11, atom 29 (H): 0.12, atom 30 (H): 0.12, atom 31 (H): 0.13, atom 32 (C): -0.11, atom 33 (C): -0.11, atom 34 (O): -0.14, atom 35 (O): -0.16, atom 36 (H): 0.16, atom 37 (H): 0.15, atom 38 (H): 0.16, atom 39 (H): 0.12, atom 40 (H): 0.13, atom 41 (H): 0.14, atom 42 (C): -0.12, atom 43 (C): -0.09, atom 44 (O): -0.20, atom 45 (O): -0.15, atom 46 (H): 0.15, atom 47 (H): 0.13, atom 48 (H): 0.14, atom 49 (H): 0.16, atom 50 (H): 0.11, atom 51 (H): 0.14